Record 1
A cluster of 3 separate species, C30H37BNO8P2S in total, computed with wB97M-V/def2-TZVPD.

Summary:
DFT total energy, Eh: -2927.66239
HOMO energy, eV: -5.88
Charge: -1
Gap between HOMO and LUMO, eV: 8.0
F_max, eV/A: 4.61
Multiplicity: 1

Geometry as XYZ:
```
80
Properties=species:S:1:pos:R:3:forces:R:3
C -0.993411 4.180468 4.534440 0.62 0.25 -0.18
C -0.295032 5.465713 5.106955 -1.46 -1.04 -0.44
O -0.966629 6.287346 5.661257 1.15 0.16 0.15
O 1.092261 5.553797 4.948699 -0.70 -0.74 -0.68
C 1.491250 5.287024 3.599898 1.10 -0.32 -1.89
O 0.949027 5.888982 2.708606 -0.30 -0.17 0.90
C 2.634997 4.284475 3.260272 0.45 1.45 1.81
B 2.113316 2.754695 2.903290 -0.44 0.02 -0.37
O 2.882164 1.756715 3.675715 0.26 -1.28 0.46
C 3.679338 0.868951 2.891931 -0.46 2.94 -1.22
C 5.131574 1.438601 3.035930 1.35 -1.49 3.63
C 5.633944 1.171697 4.588252 2.82 -0.06 -2.38
C 6.571848 -0.196415 4.759521 -1.08 0.37 1.54
O 7.047282 1.337441 4.821371 -4.53 0.49 0.72
P 3.251881 -0.791145 3.621594 0.46 -0.57 2.06
O 3.440543 -0.886222 5.119785 0.17 0.20 -1.49
C 3.227045 1.231808 1.355719 -0.93 0.88 -0.13
C 2.719791 0.090932 0.409932 0.16 -1.06 -0.08
C 1.341526 -0.543517 0.832757 0.84 -0.35 0.16
C 0.295639 -0.668950 -0.311118 -0.61 -0.49 0.15
O 0.499765 -0.532765 -1.486657 0.47 0.20 0.63
N -1.071114 -1.044548 0.112496 1.07 1.26 0.44
C -1.842424 0.208516 0.013147 -1.49 1.84 0.24
C -1.503418 1.346844 0.859524 -1.52 1.03 -0.85
C -2.232403 2.620704 0.744202 -0.37 -2.07 -1.46
C -3.304367 2.742662 -0.229407 1.26 -1.56 0.65
C -3.663409 1.588506 -1.041726 1.17 0.08 1.02
C -2.949214 0.330619 -0.931489 0.72 1.33 1.14
P 4.490729 2.179943 0.260034 -0.38 0.84 -0.56
S 3.659326 2.968018 -1.336588 0.27 -0.46 0.11
O 2.249190 2.247614 1.521241 0.89 -1.07 -0.84
H -0.377950 3.274099 4.748591 -0.53 0.72 -0.28
H -1.046900 4.321072 3.425320 0.10 -0.29 0.91
H -2.033941 4.064908 4.929543 1.06 0.37 -0.17
H 3.273491 4.229441 4.193950 -0.40 -0.05 -1.00
H 3.219605 4.753159 2.427796 -0.51 -0.28 0.67
H 0.920293 2.803711 3.055833 -0.48 -0.53 0.51
H 5.182914 2.557820 3.030837 -0.59 -0.99 -0.59
H 5.915480 0.941643 2.416705 -0.63 0.52 0.37
H 4.894579 1.413523 5.433013 1.27 -0.54 -1.30
H 7.461201 -0.369180 5.411577 -0.01 -1.13 -1.39
H 5.849088 -0.477986 5.624676 0.88 0.96 0.15
H 1.881290 -1.144126 3.385756 0.71 0.54 -0.55
H 4.015795 -1.781509 2.908374 -0.40 0.46 -0.01
H 2.631686 0.387175 -0.670036 0.13 0.23 1.08
H 3.508756 -0.721507 0.425004 -0.70 0.76 -0.03
H 0.966492 0.012485 1.726599 -0.12 -0.42 -0.93
H 1.559820 -1.600819 1.172495 -0.53 0.93 -0.30
H -0.997641 -1.327139 1.099081 -0.32 0.30 -0.43
H -0.694115 1.342540 1.631813 -0.70 -0.28 -0.93
H -1.938840 3.484427 1.377545 -0.23 -0.81 -0.56
H -3.814287 3.729114 -0.303397 0.28 -1.05 -0.15
H -4.500989 1.683266 -1.764863 0.72 -0.17 0.57
H -3.232042 -0.544438 -1.559375 0.30 0.85 0.59
H 5.591556 1.325558 -0.043817 -0.16 0.18 0.33
H 5.048786 3.294030 0.970309 -0.10 -0.97 0.13
C -5.806214 -0.668875 -5.732941 0.03 -0.02 0.01
C -4.977754 0.382556 -5.358353 0.00 -0.04 0.02
C -3.769831 0.123878 -4.722068 0.00 -0.01 -0.01
C -3.385355 -1.188370 -4.468803 -0.01 0.01 -0.01
C -4.212077 -2.239283 -4.846797 0.00 0.00 0.01
C -5.424435 -1.979934 -5.474971 0.01 0.04 -0.01
H -6.750046 -0.466409 -6.226268 0.04 -0.01 0.02
H -5.274504 1.405165 -5.561983 0.01 -0.04 0.02
H -3.126949 0.943956 -4.423875 -0.01 -0.05 0.00
H -2.440647 -1.390663 -3.976596 -0.03 0.04 -0.01
H -3.911119 -3.262517 -4.650572 -0.02 0.04 0.00
H -6.071314 -2.799988 -5.764663 0.03 0.02 0.01
C -2.847171 -6.525129 -6.302867 -0.01 -0.02 0.03
C -2.175026 -5.787583 -5.335891 -0.01 0.01 0.00
C -2.141070 -6.232891 -4.020115 -0.01 -0.02 0.00
C -2.771619 -7.421764 -3.673104 0.00 0.02 -0.04
C -3.440594 -8.161267 -4.640766 0.00 0.02 0.00
C -3.482203 -7.711197 -5.954787 0.03 0.02 0.02
H -2.876264 -6.175484 -7.328343 0.00 -0.01 0.05
H -1.677583 -4.863637 -5.607956 -0.03 -0.04 0.02
H -1.622417 -5.653851 -3.265014 -0.02 -0.02 -0.04
H -2.741223 -7.771658 -2.647836 0.00 0.02 -0.04
H -3.931018 -9.089401 -4.370123 0.02 0.05 -0.01
H -4.008708 -8.285430 -6.708219 0.02 0.02 0.03
```
Positions in Å, forces in eV/Å.


Record 2
A structure of composition C16H11N4S2Ta, computed with wB97M-V/def2-TZVPD.

Summary:
DFT total energy, Eh: -1688.10847
HOMO energy, eV: -16.00
Charge: +2
ΔE to the lowest compared entry with this formula, charge and spin, kcal per mole: 0.0
Gap between HOMO and LUMO, eV: 7.0
F_max, eV/A: 0.43
Multiplicity: 1

Geometry as XYZ:
```
34
Properties=species:S:1:pos:R:3:forces:R:3
Ta -0.432814 0.047874 -0.400345 -0.42 0.06 0.04
S -1.412501 -1.630449 -1.601311 -0.01 -0.02 -0.02
C 0.306855 -1.527776 -2.117152 0.17 -0.03 0.10
S 1.182401 0.054035 -2.021185 0.13 0.03 -0.04
C 0.957342 -2.635796 -2.548161 -0.17 0.19 0.04
C 2.336968 -2.564371 -2.910767 0.03 0.04 -0.18
N 3.445296 -2.434223 -3.182906 0.03 -0.03 0.08
C 0.270673 -3.885554 -2.638815 0.12 -0.11 0.00
N -0.278889 -4.894043 -2.657283 -0.07 0.02 0.00
C -0.607601 0.512645 2.688087 -0.06 0.07 -0.02
N -1.220635 0.890744 1.401843 0.29 -0.15 -0.07
C -2.120830 1.846532 1.278178 -0.04 0.17 -0.05
C -2.339406 2.277448 -0.025050 -0.04 0.02 0.07
C -3.168355 3.193988 -0.652248 0.04 -0.04 -0.04
C -2.870882 3.139314 -2.028386 0.02 -0.02 0.01
C -1.883510 2.199118 -2.197980 0.01 -0.01 -0.08
N -1.524902 1.647153 -0.985702 -0.07 -0.03 0.08
C 0.693530 -0.111738 2.248864 -0.18 -0.05 -0.12
C 1.941190 0.421259 2.507272 0.01 0.00 0.02
C 3.078239 -0.186142 1.972473 0.00 -0.03 -0.01
C 2.985674 -1.317156 1.165493 0.00 0.03 0.01
C 1.743571 -1.853525 0.883703 -0.09 -0.07 0.02
C 0.578155 -1.237741 1.390944 0.17 -0.06 0.09
H -1.238983 -0.198750 3.225277 0.04 -0.01 0.01
H -0.455016 1.388332 3.317221 0.04 0.00 -0.01
H -2.620573 2.279651 2.139787 0.03 -0.01 0.02
H -3.899048 3.826463 -0.172136 -0.01 0.00 0.01
H -3.322704 3.727063 -2.810059 0.00 0.00 0.00
H -1.398114 1.885661 -3.109589 -0.02 0.01 -0.01
H 2.038933 1.288725 3.147459 0.01 0.01 -0.01
H 4.053242 0.226024 2.198828 0.00 0.00 0.01
H 3.881723 -1.787869 0.784550 0.00 0.00 0.00
H 1.657012 -2.774439 0.320912 0.01 0.01 -0.02
H -0.356030 -1.812447 1.388185 0.01 -0.01 0.07
```
Positions in Å, forces in eV/Å.


Record 3
A structure of composition C2H4N4, computed with wB97M-V/def2-TZVPD.

Summary:
DFT total energy, Eh: -297.51421
HOMO energy, eV: -10.80
ΔE to the lowest compared entry with this formula, charge and spin, kcal per mole: 81.6
Gap between HOMO and LUMO, eV: 11.9
F_max, eV/A: 4.39
Multiplicity: 1

Geometry as XYZ:
```
10
Properties=species:S:1:pos:R:3:forces:R:3
C 1.137312 -0.773655 0.921832 -0.17 0.05 -0.93
N 0.074308 -0.033122 0.250618 -0.17 0.05 -0.85
N -0.934168 0.759352 0.496568 -0.08 0.04 -0.22
C -1.386458 0.980886 -0.741215 -0.46 0.36 0.13
N -0.684437 0.351090 -1.694635 -0.56 0.44 0.09
N 0.220528 -0.273367 -1.040750 -0.37 0.20 -0.77
H 1.766826 -0.076516 1.511832 0.03 -0.41 -0.80
H 1.336352 -1.057649 -0.382913 1.62 -0.84 3.99
H 0.699304 -1.475742 1.660792 0.32 -0.03 -0.85
H -2.229568 1.598723 -0.982128 -0.15 0.13 0.21
```
Positions in Å, forces in eV/Å.


Record 4
A structure of composition C39H51BrPSr, computed with wB97M-V/def2-TZVPD.

Summary:
DFT total energy, Eh: -4462.66216
HOMO energy, eV: -10.01
Charge: +1
ΔE to the lowest compared entry with this formula, charge and spin, kcal per mole: 0.0
Gap between HOMO and LUMO, eV: 7.6
F_max, eV/A: 0.16
Multiplicity: 1

Geometry as XYZ:
```
93
Properties=species:S:1:pos:R:3:forces:R:3
Sr 0.698977 0.866576 -0.194626 -0.03 0.12 -0.11
Br 3.371187 1.318234 -1.613205 0.03 0.01 0.01
C 4.105132 2.706374 -0.475172 -0.03 -0.01 0.04
C 5.320539 3.183112 -0.855837 0.00 -0.01 -0.02
C 5.926455 4.187172 -0.072242 0.01 -0.01 -0.01
C 5.291559 4.652103 1.039777 -0.01 0.03 0.03
C 4.024104 4.151165 1.426561 -0.02 -0.02 -0.02
C 3.374493 4.650501 2.582955 0.02 0.00 -0.01
C 2.154187 4.168522 2.945291 -0.02 0.00 0.00
C 1.533101 3.166412 2.160910 0.01 0.04 0.01
C 2.089042 2.618060 1.022635 0.07 -0.07 0.03
C 3.375369 3.138578 0.663383 -0.02 -0.01 -0.03
H 5.814379 2.803081 -1.739006 0.01 0.00 0.00
H 6.892025 4.576437 -0.364583 0.00 0.00 0.00
H 5.749760 5.420736 1.650402 0.00 0.00 -0.01
H 3.868050 5.418683 3.165872 0.00 0.00 0.00
H 1.658461 4.551115 3.829587 0.00 0.00 0.00
H 0.552727 2.831174 2.502676 -0.01 -0.02 0.01
C -0.458498 4.372306 -1.227939 0.02 -0.01 0.03
C -1.638606 3.990183 -0.331720 -0.01 0.01 -0.04
C -2.938349 4.634614 -0.819022 0.00 -0.01 -0.01
C -1.804087 2.489977 -0.233980 0.04 -0.08 -0.01
C -1.866555 1.850221 0.999698 -0.02 -0.03 0.00
C -2.001732 0.461508 1.123063 0.05 0.05 0.02
C -2.184457 -0.124521 2.513415 -0.03 -0.01 -0.01
C -1.265520 0.501118 3.565869 0.02 0.01 -0.01
C -3.646177 0.047087 2.945546 -0.01 -0.01 -0.01
C -2.022784 -0.329211 -0.044091 -0.04 0.04 0.00
C -2.026641 0.305505 -1.306771 -0.01 -0.08 0.09
C -1.911322 1.691881 -1.376319 0.02 0.07 0.02
C -2.217107 -0.483727 -2.585098 0.03 -0.03 -0.02
C -1.266430 -0.048655 -3.700729 0.00 0.01 0.01
C -3.676659 -0.374731 -3.035952 0.00 0.00 -0.01
C -2.188262 -1.819903 0.059122 -0.13 -0.02 -0.01
C -3.497648 -2.271257 0.241197 0.05 0.04 -0.01
C -3.789416 -3.616392 0.372196 -0.02 -0.02 0.00
C -2.761735 -4.545560 0.325181 0.00 -0.02 0.00
C -1.462520 -4.113953 0.130167 -0.03 0.04 -0.01
C -1.143849 -2.758320 -0.015650 -0.01 -0.12 0.02
P 0.582719 -2.253702 -0.383915 0.06 0.08 -0.02
C 1.558464 -2.661500 1.171138 0.03 0.00 0.02
C 1.148635 -1.581911 2.180445 0.02 0.03 -0.01
C 3.055287 -2.487976 0.888514 -0.01 -0.02 -0.02
C 1.289232 -4.023534 1.812788 0.00 0.00 -0.01
C 1.167523 -3.304243 -1.835779 0.03 -0.05 0.03
C 0.037967 -3.383242 -2.865990 0.00 0.01 -0.01
C 2.329371 -2.529546 -2.479536 -0.02 0.01 0.00
C 1.641444 -4.725883 -1.520344 0.00 0.01 -0.01
H -0.335342 5.455122 -1.243710 0.00 0.00 0.00
H -0.612696 4.047699 -2.259550 -0.02 0.00 -0.01
H 0.479121 3.948239 -0.854620 0.00 0.01 0.00
H -1.423199 4.354826 0.676144 -0.01 0.00 0.00
H -3.187158 4.291630 -1.825936 0.00 0.00 0.00
H -2.835214 5.719020 -0.852941 0.01 0.00 0.01
H -3.774081 4.390816 -0.162147 0.00 0.00 -0.01
H -1.819531 2.456939 1.895631 0.00 0.00 0.01
H -1.980719 -1.195803 2.458809 0.00 0.00 0.00
H -1.579596 1.514939 3.818580 0.00 0.00 0.00
H -0.222392 0.547103 3.247681 -0.01 0.01 0.01
H -1.307562 -0.082839 4.485467 -0.01 0.00 0.00
H -3.908661 1.106130 2.988864 0.00 0.00 0.00
H -3.796888 -0.378227 3.938183 0.00 0.00 0.00
H -4.333946 -0.443874 2.258560 0.00 0.00 0.00
H -1.916085 2.168304 -2.349286 0.01 0.01 0.00
H -2.018036 -1.531590 -2.359484 -0.02 0.00 0.00
H -1.489625 0.955298 -4.064070 0.00 0.00 0.01
H -1.355224 -0.722839 -4.553141 0.00 0.00 0.00
H -0.219994 -0.066825 -3.376687 0.00 0.00 -0.01
H -3.938276 0.663683 -3.250267 0.00 0.00 0.00
H -4.355600 -0.744382 -2.266643 0.00 0.01 0.00
H -3.839369 -0.958788 -3.942252 0.00 0.00 0.00
H -4.299847 -1.544349 0.272698 0.00 0.00 0.00
H -4.813769 -3.936089 0.510345 0.00 -0.01 0.00
H -2.969146 -5.601942 0.431396 -0.01 0.00 0.00
H -0.676418 -4.853019 0.084356 0.01 0.01 0.00
H 1.552312 -0.593114 1.921573 0.00 -0.01 0.01
H 1.569755 -1.810957 3.162250 0.00 0.00 0.00
H 0.066232 -1.522646 2.294254 -0.01 0.00 0.00
H 3.271790 -1.534243 0.397734 0.00 0.01 0.00
H 3.460378 -3.286989 0.270597 0.01 0.00 0.00
H 3.600003 -2.499317 1.835309 -0.01 0.00 0.01
H 0.259036 -4.103889 2.160093 0.00 0.00 0.00
H 1.939519 -4.133718 2.684188 0.00 0.00 0.00
H 1.495216 -4.856527 1.143825 0.00 0.00 0.00
H -0.275397 -2.390871 -3.188372 0.00 -0.01 0.00
H -0.833170 -3.923073 -2.495486 0.00 0.00 0.01
H 0.409873 -3.909577 -3.748152 0.00 0.00 0.00
H 2.012173 -1.530992 -2.791781 0.01 0.00 0.00
H 2.663850 -3.062309 -3.372559 0.00 -0.01 0.00
H 3.186708 -2.424237 -1.816223 0.00 0.01 0.00
H 0.843752 -5.362535 -1.140564 0.00 0.01 0.00
H 2.469065 -4.747641 -0.815258 0.01 -0.01 0.01
H 1.996300 -5.181245 -2.448291 -0.01 0.00 0.00
```
Positions in Å, forces in eV/Å.


Record 5
The ion C5H12N2O with charge +1, computed with wB97M-V/def2-TZVPD.

Summary:
DFT total energy, Eh: -382.12896
HOMO energy (alpha / beta), eV: -13.75 / -13.73
Charge: +1
ΔE to the lowest compared entry with this formula, charge and spin, kcal per mole: 24.1
Gap between HOMO and LUMO (alpha / beta), eV: 10.0 / 5.8
F_max, eV/A: 2.65
Multiplicity: 2

Geometry as XYZ:
```
20
Properties=species:S:1:pos:R:3:forces:R:3
N 1.087013 1.813730 0.933157 0.05 -0.28 0.32
C 0.259735 1.362256 -0.150579 -0.45 -0.11 -1.36
C -0.964351 2.198750 -0.530940 -1.07 -0.03 0.10
C -0.236381 -0.014520 0.242982 0.02 1.41 0.21
N 0.248374 -1.208649 -0.519113 -1.21 -1.51 1.81
C 1.124435 -2.055310 0.295509 1.28 0.57 -0.83
C -0.813459 -1.913924 -1.223049 0.91 0.06 -1.51
O -0.981526 -0.266922 1.126406 0.06 -0.51 -0.14
H 0.494487 1.989570 1.737542 0.17 0.10 0.08
H 1.625075 2.645501 0.738483 -0.03 0.04 -0.23
H 0.790674 1.204302 -1.098432 0.60 0.16 0.39
H -1.606993 1.670226 -1.246856 0.15 -0.13 0.05
H -0.770079 3.154812 -1.014008 0.57 -0.02 0.21
H -1.598749 2.382231 0.340252 0.14 0.04 0.03
H 1.889401 -1.429740 0.755854 -0.23 0.03 0.26
H 1.656416 -2.755841 -0.348617 -0.29 -0.15 -0.11
H 0.542389 -2.599348 1.034308 -0.24 0.01 0.11
H -1.578110 -2.333944 -0.579742 0.07 0.00 0.53
H -1.262761 -1.231386 -1.915877 -0.53 0.54 -0.24
H -0.363932 -2.687729 -1.847366 0.03 -0.21 0.34
```
Positions in Å, forces in eV/Å.


Record 6
The molecule C2H7N, computed with wB97M-V/def2-TZVPD.

Summary:
DFT total energy, Eh: -135.12710
HOMO energy, eV: -8.65
ΔE to the lowest compared entry with this formula, charge and spin, kcal per mole: 11.2
Gap between HOMO and LUMO, eV: 9.9
F_max, eV/A: 1.52
SMILES: CNC
Multiplicity: 1

Geometry as XYZ:
```
10
Properties=species:S:1:pos:R:3:forces:R:3
C 0.243908 -1.032892 0.647782 0.85 0.03 -1.26
N -0.265653 -0.345497 -0.537750 0.29 -0.37 -0.12
C -0.045150 1.078328 -0.535271 0.03 0.36 0.28
H -0.490487 -1.098257 1.423478 -0.22 0.00 0.83
H 0.632690 -2.020462 0.389869 -0.47 -0.22 -0.02
H 1.153510 -0.518767 0.945508 -0.13 0.30 0.50
H -1.247242 -0.537059 -0.665348 -0.02 -0.05 -0.02
H 0.991634 1.370227 -0.719197 0.11 -0.38 0.12
H -0.369562 1.578161 0.380678 0.01 0.08 0.31
H -0.603647 1.526217 -1.329750 -0.44 0.24 -0.62
```
Positions in Å, forces in eV/Å.